DFT (wB97M-V/def2-TZVPD) results for a structure of composition C30H30NOTc in a non-equilibrium geometry.

The largest force on an atom is 3.26 eV/A. For the frontier orbital gap (alpha / beta), the calculation gives 5.58 / 1.81 eV. For the molecular weight, the calculation gives 518.6 u. The calculation puts the calculated total energy at -1371.48558 a.u. As for the expectation value of S²: 3.8084. As for the charge: +1. The lowest unoccupied orbital energy (alpha / beta) comes out at -0.1335 / -0.2990 Ha. Its multiplicity is 4.

Atoms and positions in Å:
C (-0.087464, -0.687822, 2.589832)
C (0.657754, 0.471744, 2.225264)
C (-0.188978, 1.316030, 1.439078)
H (1.667981, 0.706610, 2.534492)
C (-1.469171, 0.680280, 1.326237)
C (-1.406552, -0.553624, 2.036383)
H (-2.338841, 1.075389, 0.814715)
C (2.199126, -2.215754, -0.727474)
C (2.173266, -1.324915, 0.413767)
C (2.048126, 0.023708, -0.107815)
H (2.467202, -1.583631, 1.426522)
C (1.795488, -0.104727, -1.536711)
C (2.005528, -1.467008, -1.901236)
H (0.074994, 2.287856, 1.046147)
H (-2.217242, -1.267672, 2.100372)
H (0.278268, -1.498960, 3.196723)
H (2.036827, -1.832226, -2.928968)
H (2.390959, 0.942327, 0.359738)
H (2.362979, -3.287453, -0.701853)
Tc (0.099910, -0.616191, 0.435326)
C (1.370774, 1.026196, -2.420053)
C (1.579718, 0.618066, -3.886048)
C (2.197081, 2.289613, -2.111726)
H (2.625552, 0.316560, -4.041113)
H (1.325166, 1.442380, -4.552375)
H (0.936789, -0.230805, -4.136349)
H (3.269823, 2.076768, -2.222866)
H (2.013480, 2.635840, -1.087315)
H (1.909219, 3.087953, -2.808482)
C (-0.129296, 1.337082, -2.053262)
C (-0.885233, 2.254935, -2.994756)
H (-0.164487, 1.788205, -1.047354)
H (-0.702585, 0.383824, -2.035620)
O (-0.594236, 2.265458, -4.189651)
N (-1.890406, 3.080119, -2.529923)
C (-2.678620, 2.940243, -1.301485)
H (-2.381077, 3.520824, -3.310533)
C (-2.144645, 3.813799, -0.180842)
C (-2.812373, 3.843557, 1.049714)
H (-3.761221, 3.310715, 1.147342)
C (-2.261517, 4.530964, 2.130674)
H (-2.761219, 4.507854, 3.100193)
C (-1.069523, 5.250834, 1.970629)
H (-0.631369, 5.786966, 2.816945)
C (-0.452865, 5.301645, 0.716978)
H (0.453257, 5.886284, 0.557690)
C (-1.003272, 4.599519, -0.364287)
H (-0.560620, 4.666176, -1.358964)
H (-2.723960, 1.889752, -0.981691)
H (-3.708698, 3.239414, -1.527047)
C (-0.227893, -2.522477, 0.695907)
C (-0.152715, -3.697979, 1.077937)
C (-0.015913, -5.031819, 1.522655)
C (-0.516785, -6.055093, 0.696485)
C (-0.389747, -7.381500, 1.100550)
C (0.236618, -7.690025, 2.315756)
C (0.742962, -6.670919, 3.139023)
C (0.627702, -5.339638, 2.754961)
H (-0.995209, -5.782665, -0.245804)
H (-0.790122, -8.174146, 0.464551)
H (0.325006, -8.729369, 2.625977)
H (1.223841, -6.921129, 4.089259)
H (1.018456, -4.527944, 3.373784)

Forces on the atoms, in the same order (eV/Å):
C 0.0 0.4 0.0
C -0.9 0.7 0.4
C -0.6 0.7 0.7
H -0.1 -0.2 -0.2
C 0.3 0.5 0.5
C -0.3 0.4 -0.2
H 0.3 -0.1 0.1
C 0.4 0.5 -0.6
C 0.6 0.1 -0.4
C 0.9 -0.3 -1.1
H 0.2 0.0 -0.3
C -0.1 -0.2 1.2
C -0.3 -0.1 0.8
H -0.1 0.0 0.0
H 0.2 0.1 0.1
H -0.1 -0.1 -0.1
H -0.2 0.0 0.5
H -0.2 -0.3 -0.1
H -0.1 0.2 0.1
Tc 0.5 -0.8 0.1
C -0.2 0.6 -0.2
C 0.1 0.0 0.0
C 0.0 -0.1 -0.1
H -0.2 0.1 0.1
H 0.2 -0.3 0.1
H 0.0 0.1 -0.1
H -0.3 0.1 0.0
H 0.1 0.0 -0.2
H 0.1 -0.1 0.2
C -0.3 0.2 0.1
C 0.3 0.1 -1.4
H 0.1 -0.4 -0.4
H 0.2 0.4 0.0
O -0.7 0.4 0.9
N -0.5 -0.5 -0.4
C 0.4 0.3 -0.2
H 0.4 -0.2 0.4
C 0.0 0.3 0.2
C 0.4 -0.1 0.0
H 0.3 0.1 0.1
C 0.1 0.1 -0.1
H 0.1 0.1 -0.3
C 0.0 -0.1 -0.1
H -0.2 -0.2 -0.3
C -0.3 -0.1 -0.1
H -0.2 -0.1 0.1
C 0.0 -0.1 0.4
H 0.0 -0.1 0.4
H 0.1 0.2 -0.1
H 0.2 -0.1 0.0
C 0.1 -3.3 -0.2
C -0.3 1.1 -0.1
C 0.0 1.0 -0.2
C 0.2 1.8 0.1
C 0.5 -2.0 1.1
C 0.1 -0.2 0.2
C -0.2 -2.6 0.0
C -0.7 1.7 -1.5
H 0.2 -0.1 0.3
H 0.2 0.2 0.3
H 0.0 0.3 -0.1
H -0.2 0.0 -0.4
H -0.2 -0.3 -0.3

---

DFT (wB97M-V/def2-TZVPD) results for a cluster of 5 separate species, C30H30O10 in total in a non-equilibrium geometry.

The largest force on an atom is 2.21 eV/A. For the frontier orbital gap, the calculation gives 8.14 eV. For the molecular weight, the calculation gives 550.6 u. The calculation puts the calculated total energy at -1913.54328 a.u. The lowest unoccupied orbital energy comes out at 0.0103 Ha. The energy relative to the best compared isomer or geometry (same formula, charge and spin) is 0.000 eV. Its multiplicity is 1. As for the SMILES: Oc1ccc(O)cc1.Oc1ccc(O)cc1.Oc1ccc(O)cc1.Oc1ccc(O)cc1.Oc1ccc(O)cc1.

Atoms and positions in Å:
O (2.814639, -4.283349, 0.238225)
C (2.913018, -3.216787, -0.617829)
C (4.128404, -2.596176, -0.886721)
C (4.178989, -1.580869, -1.844857)
C (3.026008, -1.150900, -2.472533)
O (3.029807, -0.147410, -3.430273)
C (1.795949, -1.706161, -2.116252)
C (1.747189, -2.759137, -1.219414)
H (3.475800, -4.302021, 0.936480)
H (5.059832, -2.933418, -0.452196)
H (5.159206, -1.266195, -2.193400)
H (3.946122, -0.028583, -3.698209)
H (0.885920, -1.280839, -2.520622)
H (0.795258, -3.214282, -0.977711)
O (-2.291757, -4.327414, 5.337868)
C (-1.746986, -4.273052, 4.063716)
C (-1.079727, -5.376982, 3.570888)
C (-0.392728, -5.284601, 2.363943)
C (-0.389440, -4.109880, 1.646003)
O (0.261298, -4.010440, 0.420735)
C (-1.160159, -3.046784, 2.082314)
C (-1.797210, -3.104047, 3.312197)
H (-3.164974, -3.924055, 5.317278)
H (-1.075446, -6.304017, 4.128535)
H (0.183501, -6.124919, 1.995378)
H (1.203884, -3.879633, 0.563540)
H (-1.219770, -2.134216, 1.502435)
H (-2.284081, -2.211010, 3.687621)
O (-1.445283, 7.888787, -8.509435)
C (-0.822591, 6.951182, -7.726199)
C (-0.358500, 5.743317, -8.228861)
C (0.119011, 4.743270, -7.401638)
C (0.149935, 4.967546, -6.031216)
O (0.563441, 3.940024, -5.222700)
C (-0.284571, 6.184474, -5.518994)
C (-0.755258, 7.173726, -6.360658)
H (-1.313307, 7.649458, -9.431466)
H (-0.432620, 5.578932, -9.301780)
H (0.483644, 3.826335, -7.841021)
H (0.160136, 3.988192, -4.351051)
H (-0.213865, 6.339235, -4.448971)
H (-1.148622, 8.089776, -5.937439)
O (-1.108069, 0.319325, 1.902800)
C (-0.627458, 0.758410, 0.698054)
C (0.728641, 0.633923, 0.400826)
C (1.215719, 1.018388, -0.827951)
C (0.331613, 1.482610, -1.790531)
O (0.761396, 1.776497, -3.074490)
C (-0.997298, 1.674730, -1.466930)
C (-1.504460, 1.273804, -0.237610)
H (-0.368827, 0.128322, 2.498311)
H (1.347928, 0.157885, 1.153717)
H (2.249693, 0.793771, -1.061225)
H (1.493904, 1.166684, -3.215820)
H (-1.701366, 2.069273, -2.189471)
H (-2.552465, 1.410197, -0.013507)
O (-3.637587, -1.483048, 7.665581)
C (-2.630533, -1.081587, 6.834784)
C (-2.967479, -0.227185, 5.791168)
C (-1.968170, 0.272925, 4.970602)
C (-0.661705, -0.155201, 5.131100)
O (0.331227, 0.392036, 4.328869)
C (-0.328069, -1.045680, 6.140963)
C (-1.313364, -1.483503, 7.013674)
H (-3.268814, -1.951354, 8.420827)
H (-4.019993, -0.128991, 5.557689)
H (-2.234886, 0.852111, 4.095043)
H (1.111024, 0.524708, 4.874459)
H (0.698628, -1.378133, 6.234918)
H (-1.083326, -2.257998, 7.738440)

Forces on the atoms, in the same order (eV/Å):
O -0.1 -0.5 0.4
C 0.9 0.9 -0.2
C -0.3 0.0 -0.5
C 0.3 -0.5 -0.2
C -0.5 0.0 0.1
O 0.1 -0.4 0.4
C 0.6 0.1 -0.1
C 0.1 0.4 -0.8
H 0.2 0.3 -0.2
H -0.1 -0.1 0.1
H -0.1 0.3 0.2
H 0.0 0.3 -0.2
H 0.0 -0.2 -0.1
H 0.4 0.4 -0.7
O -0.1 -0.3 -0.3
C -0.1 0.3 0.3
C 0.2 -0.1 -0.1
C 0.3 -0.4 0.3
C -0.4 0.1 -0.7
O -1.6 -0.5 1.5
C 0.1 0.4 0.3
C 0.1 0.0 -0.1
H 0.0 0.2 0.1
H 0.0 0.1 0.1
H -0.1 0.0 0.0
H 0.1 -0.6 0.5
H 0.1 -0.1 -0.1
H -0.1 -0.1 0.1
O 0.3 0.1 0.0
C -0.2 -0.3 0.3
C -0.2 0.3 -0.5
C 0.2 0.4 0.0
C -0.3 -0.4 0.2
O 0.2 0.0 -0.3
C 0.4 -0.3 0.0
C -0.3 0.2 0.1
H -0.1 0.0 -0.1
H 0.1 -0.1 0.1
H -0.1 -0.2 0.2
H 0.1 0.0 0.1
H -0.1 0.1 0.0
H 0.1 0.1 -0.1
O -0.2 0.1 -0.1
C 0.3 -0.3 0.4
C -0.6 -0.1 0.5
C 0.1 -0.5 0.0
C 0.2 0.6 -0.4
O -0.3 -0.2 0.7
C -0.6 -0.2 -0.1
C 0.4 0.4 0.0
H 0.0 0.1 0.0
H 0.2 0.1 -0.1
H 0.0 0.4 -0.1
H 0.4 0.2 -0.5
H 0.2 0.0 -0.2
H 0.0 -0.1 0.1
O -0.1 -0.2 0.0
C 0.2 0.3 0.2
C 0.1 -0.7 -0.1
C -0.4 -0.5 -0.6
C 0.3 0.5 0.7
O -0.2 -0.1 -0.2
C -0.2 0.2 -0.1
C 0.0 -0.4 -0.2
H 0.0 -0.1 0.0
H 0.0 0.5 0.1
H 0.1 0.2 0.1
H 0.1 0.0 -0.1
H 0.0 -0.1 0.1
H 0.0 0.2 0.1

---

DFT (wB97M-V/def2-TZVPD) results for a structure of composition C30H31AsCl3GeKN3Se in a non-equilibrium geometry.

The largest force on an atom is 1.69 eV/A. For the frontier orbital gap (alpha / beta), the calculation gives 6.78 / 5.87 eV. For the molecular weight, the calculation gives 805.5 u. The calculation puts the calculated total energy at -10020.79020 a.u. As for the expectation value of S²: 0.7874. The lowest unoccupied orbital energy (alpha / beta) comes out at -0.0434 / -0.0767 Ha. The energy relative to the best compared isomer or geometry (same formula, charge and spin) is 1.174 eV. Its multiplicity is 2.

Atoms and positions in Å:
K (-0.507600, 0.628400, -0.623200)
Se (3.144400, -1.332900, -0.459400)
N (2.321100, 0.164200, -0.061100)
C (3.230700, 1.073900, 0.280000)
C (2.966100, 2.392200, 0.696800)
C (4.019400, 3.196400, 1.015300)
C (5.357200, 2.743400, 0.925200)
C (5.656800, 1.473300, 0.531000)
C (4.594200, 0.604100, 0.209000)
N (4.722200, -0.660500, -0.169800)
H (1.947900, 2.744000, 0.759500)
H (3.831100, 4.207000, 1.342600)
H (6.153300, 3.427500, 1.176800)
H (6.669100, 1.109000, 0.457300)
C (-2.890000, 1.798200, -5.489300)
C (-2.936800, 0.714600, -4.457400)
C (-3.028300, 1.008200, -3.103500)
C (-3.076700, 0.005800, -2.145200)
C (-3.408100, 0.354900, -0.722900)
C (-2.945300, -1.332800, -2.539500)
As (-2.781000, -2.744800, -1.182000)
N (-1.505000, -2.034000, -0.125900)
C (-1.026500, -2.757600, 0.893700)
C (-1.654100, -3.918400, 1.412900)
C (-1.136500, -4.609400, 2.480400)
C (0.044800, -4.193500, 3.083300)
C (0.681000, -3.054000, 2.606700)
C (0.158600, -2.344400, 1.550200)
C (-1.647400, -4.130500, -2.059800)
C (-0.407200, -3.840700, -2.622900)
C (0.183900, -2.467300, -2.680200)
C (0.343300, -4.859200, -3.203200)
C (-0.105500, -6.164600, -3.238000)
C (0.697500, -7.255400, -3.873800)
C (-1.343300, -6.441800, -2.674000)
C (-2.112100, -5.451300, -2.086200)
C (-3.454600, -5.823600, -1.527500)
C (-3.025500, -1.643800, -3.899100)
C (-3.237500, -3.043100, -4.398200)
C (-2.997700, -0.618900, -4.834600)
H (-2.730900, 2.766200, -5.024100)
H (-3.825900, 1.829400, -6.046600)
H (-2.089100, 1.619200, -6.203700)
H (-3.104000, 2.039100, -2.790000)
H (-3.788000, 1.373200, -0.670500)
H (-2.549000, 0.286900, -0.052200)
H (-4.173000, -0.338100, -0.354200)
H (-2.603900, -4.213600, 0.974800)
H (-1.654000, -5.481900, 2.854700)
H (0.449700, -4.742600, 3.920400)
H (1.600500, -2.722200, 3.072200)
H (0.675200, -1.462800, 1.193500)
H (-0.519100, -1.730700, -2.303900)
H (0.449100, -2.214400, -3.707500)
H (1.096000, -2.435100, -2.077000)
H (1.300100, -4.608500, -3.641500)
H (1.643700, -6.875100, -4.249700)
H (0.140600, -7.692100, -4.702200)
H (0.898800, -8.043700, -3.149700)
H (-1.719700, -7.455400, -2.698500)
H (-3.666800, -6.870000, -1.734200)
H (-4.244200, -5.212900, -1.973100)
H (-3.482900, -5.673100, -0.446300)
H (-3.603700, -3.687400, -3.602100)
H (-2.321900, -3.473900, -4.801100)
H (-3.983900, -3.025300, -5.190000)
H (-3.050400, -0.878300, -5.882900)
Cl (-3.127800, 3.388400, 1.521800)
Ge (-0.908300, 3.135300, 1.477500)
Cl (-0.304900, 5.231300, 1.871700)
Cl (-0.703700, 3.238300, -0.873400)

Forces on the atoms, in the same order (eV/Å):
K 1.1 -1.3 -0.2
Se 0.1 0.0 0.0
N -0.8 0.7 0.2
C 0.0 -1.0 -0.3
C 0.0 0.8 0.2
C -0.8 -0.1 -0.1
C 0.6 -0.6 -0.2
C 0.4 0.6 0.2
C -0.6 -0.7 -0.3
N 1.1 0.1 0.1
H -0.1 0.1 0.0
H 0.0 0.1 0.0
H 0.1 0.0 0.0
H 0.1 0.0 0.0
C 0.0 0.0 0.0
C 0.0 -0.2 0.0
C 0.0 0.0 -0.1
C 0.0 -0.3 0.0
C 0.0 0.1 0.2
C 0.1 -0.1 -0.1
As -1.0 -0.8 -0.7
N 0.9 0.9 0.1
C 0.0 -0.3 0.5
C -0.4 -0.1 -0.3
C -0.1 -0.2 0.0
C -0.1 0.0 0.0
C 0.3 0.0 0.0
C 0.1 0.2 -0.1
C 0.1 0.3 0.1
C 0.0 0.0 0.0
C 0.0 0.2 0.1
C -0.1 -0.1 0.0
C 0.0 0.1 0.0
C 0.0 0.0 0.0
C 0.0 0.1 0.1
C -0.2 0.0 0.0
C -0.1 0.0 0.0
C 0.1 0.0 0.0
C 0.0 0.0 0.0
C 0.0 0.1 0.2
H 0.0 0.1 0.0
H 0.0 0.1 0.0
H 0.1 0.0 -0.1
H 0.0 0.2 0.1
H 0.0 0.0 0.1
H -0.9 -0.1 0.2
H 0.1 0.2 0.1
H 0.1 -0.1 0.1
H 0.0 0.0 0.0
H 0.0 0.0 0.0
H 0.0 0.0 0.0
H -0.1 0.1 0.0
H 0.2 0.1 -0.1
H 0.0 0.1 0.0
H -0.1 0.1 -0.1
H 0.1 0.0 -0.1
H 0.1 0.0 0.0
H 0.1 -0.1 -0.1
H 0.1 -0.1 0.0
H -0.1 -0.1 0.0
H -0.1 0.0 0.0
H 0.0 -0.1 0.1
H -0.1 0.0 0.0
H 0.0 -0.1 -0.2
H 0.0 -0.1 0.0
H 0.0 0.0 -0.1
H 0.0 0.0 -0.2
Cl -0.2 0.0 0.0
Ge 0.0 -0.1 0.3
Cl 0.1 0.1 0.0
Cl -0.1 1.3 -0.4